ORCA calculation (ωB97M-V with the def2-TZVPD basis set) on a cluster of 2 separate species, C4H9NS in total at a distorted geometry.

**Kohn-Sham gap (alpha / beta)**: 7.3 / 7.3 eV
**Relative energy (zero: lowest compared OMol25 entry of this formula, charge and spin)**: 65.77 kcal per mole
**HOMO (alpha / beta)**: -8.4 / -8.4 eV
**Energy**: -16616.6023 eV
**SMILES**: C=CC.CN=S

```
! RIJCOSX wB97M-V def2-TZVPD def2/J DEFGRID3
* xyz 0 1
C -0.45 2.94 0.39
C -0.14 2.53 -1.01
C -0.25 1.30 -1.48
C 0.58 -3.91 0.96
N 0.04 -2.78 0.29
S -0.61 -1.60 1.04
H 0.39 3.48 0.82
H -1.31 3.60 0.39
H -0.67 2.08 1.01
H 0.20 3.32 -1.66
H -0.02 1.04 -2.50
H -0.59 0.49 -0.85
H 0.33 -3.98 2.03
H 1.67 -3.86 0.85
H 0.25 -4.81 0.44
*
```

Mulliken population analysis, charges in e, atoms 1 to 5: -0.876, 0.142, -0.540, -0.545, -0.165

***

ORCA calculation (ωB97M-V with the def2-TZVPD basis set) on a structure of composition C5H4Br2F9O9S3Ti at a distorted geometry.

**Kohn-Sham gap (alpha / beta)**: 5.4 / 4.1 eV
**HOMO (alpha / beta)**: -3.3 / -6.7 eV
**Energy**: -243837.3990 eV

```
! RIJCOSX wB97M-V def2-TZVPD def2/J DEFGRID3
* xyz -1 5
Ti 13.48 9.98 -4.32
C 17.94 12.23 -4.71
F 17.25 12.95 -3.81
F 18.38 13.03 -5.70
F 19.01 11.63 -4.16
S 16.72 10.86 -5.44
O 15.72 10.62 -4.39
O 16.05 11.38 -6.69
O 17.53 9.69 -5.78
C 13.73 7.17 -8.53
F 13.92 5.97 -7.95
F 14.22 6.99 -9.76
F 12.49 7.47 -8.61
S 14.75 8.63 -7.63
O 14.17 8.83 -6.28
O 16.12 8.16 -7.49
O 14.60 9.85 -8.44
C 11.11 11.24 -8.33
F 11.33 11.71 -9.54
F 9.80 11.34 -8.16
F 11.55 10.01 -8.43
S 12.17 12.16 -6.96
O 11.41 13.45 -6.79
O 12.23 11.26 -5.81
O 13.54 12.39 -7.52
Br 13.34 8.82 -1.56
C 13.68 8.91 0.41
C 15.00 9.61 0.68
Br 15.55 9.07 2.42
H 13.75 7.90 0.83
H 12.83 9.27 0.98
H 14.90 10.70 0.74
H 15.75 9.40 -0.08
*
```

Mulliken population analysis, charges in e, atoms 1 to 5: 0.750, 0.539, -0.185, -0.195, -0.187

***

ORCA calculation (ωB97M-V with the def2-TZVPD basis set) on a structure of composition C8H10CuF5NOTe at a distorted geometry.

**Kohn-Sham gap (alpha / beta)**: 4.4 / 4.4 eV
**HOMO (alpha / beta)**: 0.5 / 0.5 eV
**Energy**: -77513.6593 eV

```
! RIJCOSX wB97M-V def2-TZVPD def2/J DEFGRID3
* xyz -2 2
C -1.21 1.64 -1.35
C 0.15 2.03 -1.19
C 0.45 2.06 0.21
C -0.75 1.71 0.92
C -1.77 1.43 -0.05
Cu -0.10 -0.07 -0.01
C 0.83 -0.95 -1.75
C -0.49 -1.56 -1.94
C -0.95 -2.15 -3.11
N -1.19 -1.46 -0.79
H 1.39 2.34 0.65
H 0.86 2.23 -1.99
H -0.89 1.73 2.00
H -2.80 1.15 0.18
H -1.73 1.51 -2.29
H 1.20 -0.27 -2.51
H -2.19 -1.63 -0.86
H 1.54 -1.51 -1.14
H -0.29 -2.14 -3.97
H -1.93 -2.62 -3.12
F 1.30 1.40 3.15
Te 1.40 -0.51 3.09
F 1.62 -0.40 4.98
F -0.49 -0.57 3.38
F 3.29 -0.42 2.97
F 1.45 -2.40 3.28
O 1.29 -0.56 1.26
*
```

Mulliken population analysis, charges in e, atoms 1 to 5: -0.422, -0.622, -0.390, -0.702, -0.596

***

ORCA calculation (ωB97M-V with the def2-TZVPD basis set) on an isolated molecule of C3H3NO3S.

**Kohn-Sham gap**: 9.9 eV
**Relative energy (zero: lowest compared OMol25 entry of this formula, charge and spin)**: 87.97 kcal per mole
**HOMO**: -9.5 eV
**Energy**: -21624.0735 eV
**SMILES**: O=c1cc(S)on1O

```
! RIJCOSX wB97M-V def2-TZVPD def2/J DEFGRID3
* xyz 0 1
C -1.08 0.22 -0.03
C -0.29 1.31 0.04
C 1.07 0.84 -0.09
H -2.86 -1.24 0.26
H -0.59 2.33 0.25
H 2.14 -2.01 -0.21
N 0.96 -0.59 -0.43
O 2.15 1.37 0.02
O 1.73 -1.36 0.39
O -0.42 -0.95 -0.22
S -2.82 0.09 0.03
*
```

Mulliken population analysis, charges in e, atoms 1 to 5: 0.378, -0.401, 0.369, 0.169, 0.402

***

ORCA calculation (ωB97M-V with the def2-TZVPD basis set) on a cluster of 14 separate species, C42H84O42 in total at a distorted geometry.

**Kohn-Sham gap (alpha / beta)**: 8.4 / 1.4 eV
**Relative energy (zero: lowest compared OMol25 entry of this formula, charge and spin)**: 0.42 kcal per mole
**HOMO (alpha / beta)**: -11.4 / -11.4 eV
**Energy**: -130894.6358 eV

```
! RIJCOSX wB97M-V def2-TZVPD def2/J DEFGRID3
* xyz 1 2
C 1.12 2.04 4.56
O 0.58 3.26 5.11
C -0.76 3.50 5.02
O -1.54 2.75 4.43
O -0.98 4.65 5.55
C -2.20 5.34 5.51
H 0.65 1.15 4.96
H 2.18 1.92 4.74
H 1.00 2.06 3.47
H -2.85 4.93 4.74
H -1.87 6.36 5.36
H -2.85 5.39 6.39
C -0.16 0.81 -3.62
O 0.62 -0.28 -4.03
C 0.04 -1.45 -4.44
O 0.68 -2.33 -4.96
O -1.28 -1.44 -4.25
C -2.09 -2.28 -5.00
H 0.52 1.63 -3.83
H -0.42 0.70 -2.57
H -1.00 0.95 -4.31
H -3.15 -2.28 -4.71
H -1.72 -3.29 -4.80
H -2.01 -2.36 -6.08
C 1.03 -3.58 1.72
O 2.12 -4.03 2.47
C 3.19 -4.41 1.89
O 3.42 -4.44 0.70
O 3.91 -5.04 2.79
C 5.11 -5.64 2.49
H 0.51 -2.66 2.01
H 0.23 -4.32 1.74
H 1.28 -3.40 0.67
H 5.89 -5.03 2.02
H 5.04 -6.57 1.93
H 5.54 -5.95 3.44
C -6.05 4.05 -3.21
O -4.98 3.13 -3.43
C -4.56 2.32 -2.43
O -4.83 2.54 -1.26
O -3.76 1.32 -2.88
C -3.17 0.34 -2.06
H -6.92 3.64 -2.68
H -6.37 4.58 -4.10
H -5.60 4.82 -2.58
H -2.29 0.73 -1.54
H -2.95 -0.53 -2.67
H -3.91 0.03 -1.32
C -8.92 -2.47 -0.67
O -8.58 -1.06 -0.35
C -7.52 -0.89 0.53
O -6.94 -1.80 1.15
O -7.17 0.40 0.49
C -5.91 0.79 1.10
H -9.35 -2.40 -1.67
H -9.75 -2.85 -0.08
H -8.08 -3.16 -0.61
H -5.03 0.26 0.74
H -5.77 0.44 2.13
H -5.87 1.88 1.13
C -9.05 1.21 5.12
O -7.78 1.19 4.44
C -6.67 1.56 5.17
O -6.68 2.22 6.23
O -5.64 1.29 4.44
C -4.40 1.80 4.77
H -9.36 2.15 5.59
H -9.02 0.43 5.87
H -9.80 0.96 4.37
H -4.26 2.86 4.58
H -3.78 1.34 3.99
H -4.03 1.33 5.68
C 5.09 1.04 6.58
O 5.10 1.91 5.42
C 4.81 1.32 4.24
O 4.66 0.11 4.01
O 4.60 2.32 3.34
C 4.28 1.96 1.97
H 5.98 0.51 6.91
H 4.20 0.40 6.59
H 4.91 1.70 7.43
H 5.01 1.43 1.37
H 4.09 2.82 1.33
H 3.40 1.32 1.89
C 0.07 -2.17 4.67
O -0.50 -3.50 4.58
C -1.79 -3.76 5.03
O -2.58 -2.93 5.50
O -2.06 -4.97 4.61
C -3.28 -5.55 4.81
H 0.38 -1.92 5.69
H -0.67 -1.38 4.52
H 0.82 -1.91 3.93
H -3.11 -6.59 5.08
H -3.69 -5.71 3.81
H -4.03 -5.06 5.43
C -0.74 -3.73 -1.75
O -1.17 -3.67 -0.40
C -2.35 -3.14 -0.12
O -3.03 -2.51 -0.95
O -2.63 -3.47 1.10
C -3.89 -3.06 1.59
H -1.51 -4.27 -2.31
H 0.11 -4.40 -1.65
H -0.50 -2.76 -2.19
H -4.03 -3.32 2.64
H -4.71 -3.58 1.09
H -4.01 -1.98 1.54
C 6.01 -1.29 -0.92
O 5.95 -1.45 -2.28
C 5.37 -0.55 -3.11
O 4.49 0.27 -2.79
O 5.90 -0.75 -4.30
C 5.68 0.13 -5.37
H 5.83 -0.28 -0.56
H 7.01 -1.48 -0.52
H 5.33 -1.87 -0.30
H 4.60 0.25 -5.46
H 6.22 -0.20 -6.25
H 6.12 1.11 -5.16
C 1.90 -0.20 -0.95
O 0.54 0.10 -0.59
C 0.16 0.08 0.70
O 0.89 -0.02 1.67
O -1.11 0.25 0.70
C -1.72 0.19 1.96
H 2.41 -0.96 -0.36
H 2.56 0.63 -0.70
H 1.99 -0.36 -2.02
H -2.80 0.34 1.95
H -1.23 0.93 2.60
H -1.66 -0.83 2.36
C 0.77 3.48 -1.20
O 0.58 4.89 -1.32
C 0.75 5.47 -2.53
O 1.06 4.98 -3.59
O 0.49 6.68 -2.29
C 0.56 7.72 -3.26
H 1.71 3.15 -0.75
H 0.63 2.95 -2.14
H 0.12 3.00 -0.46
H 0.25 7.46 -4.27
H 1.58 8.10 -3.28
H -0.10 8.44 -2.78
C 6.36 4.55 -6.83
O 5.50 3.80 -5.99
C 5.31 4.15 -4.62
O 5.86 5.11 -4.06
O 4.43 3.37 -4.01
C 4.04 3.57 -2.71
H 6.34 4.18 -7.85
H 7.40 4.46 -6.49
H 5.94 5.55 -6.77
H 4.78 3.26 -1.97
H 3.18 2.95 -2.48
H 3.71 4.58 -2.48
C 6.60 -4.78 -6.17
O 5.73 -4.04 -5.32
C 4.62 -4.53 -4.82
O 4.29 -5.72 -4.76
O 3.92 -3.54 -4.33
C 2.75 -3.80 -3.63
H 6.27 -4.92 -7.20
H 7.09 -5.68 -5.81
H 7.39 -4.09 -6.42
H 2.95 -4.33 -2.70
H 1.91 -4.27 -4.15
H 2.52 -2.79 -3.32
*
```

Mulliken population analysis, charges in e, atoms 1 to 5: 0.283, -0.414, 0.761, -0.501, -0.370

***

ORCA calculation (ωB97M-V with the def2-TZVPD basis set) on an isolated molecule of C5H8BNO at a distorted geometry.

**Kohn-Sham gap**: 8.5 eV
**Relative energy (zero: lowest compared OMol25 entry of this formula, charge and spin)**: 2.76 kcal per mole
**HOMO**: -8.1 eV
**Energy**: -9529.7522 eV
**SMILES**: CB(O)n1cccc1

```
! RIJCOSX wB97M-V def2-TZVPD def2/J DEFGRID3
* xyz 0 1
B -1.21 -0.37 -0.16
C 2.40 -0.74 0.01
C 2.36 0.64 0.15
C 1.16 -1.24 -0.21
C 1.08 0.99 -0.07
C -2.24 0.92 -0.05
N 0.34 -0.16 -0.35
O -1.66 -1.58 0.07
H 3.24 -1.31 0.36
H 3.35 1.23 0.24
H 0.83 -2.19 -0.20
H 0.68 1.96 -0.09
H -3.03 0.58 0.48
H -2.67 1.14 -1.06
H -2.01 1.89 0.48
H -2.59 -1.78 0.37
*
```

Mulliken population analysis, charges in e, atoms 1 to 5: 0.480, -0.477, -0.240, -0.507, -0.515

***

ORCA calculation (ωB97M-V with the def2-TZVPD basis set) on an isolated molecule of C5H10O2.

**Kohn-Sham gap**: 9.2 eV
**Relative energy (zero: lowest compared OMol25 entry of this formula, charge and spin)**: 106.49 kcal per mole
**HOMO**: -8.5 eV
**Energy**: -9438.4253 eV

```
! RIJCOSX wB97M-V def2-TZVPD def2/J DEFGRID3
* xyz 0 1
O -0.14 -2.16 1.31
C -0.69 -0.87 1.14
C 0.34 -0.01 0.40
C 0.71 -0.63 -0.95
C 0.62 1.79 -1.94
O 0.68 2.10 -0.67
C -0.19 1.42 0.25
H -0.78 -2.70 1.78
H -1.62 -0.90 0.55
H -0.94 -0.41 2.11
H 1.24 0.03 1.03
H 1.42 -1.44 -0.83
H -0.17 -0.99 -1.48
H -0.36 1.26 -2.11
H 1.25 0.09 -1.62
H -1.21 1.44 -0.15
H -0.16 1.98 1.19
*
```

Mulliken population analysis, charges in e, atoms 1 to 5: -0.495, -0.736, 0.826, -1.459, -0.482

***

ORCA calculation (ωB97M-V with the def2-TZVPD basis set) on a structure of composition C19H23F5NPReS at a distorted geometry.

**Kohn-Sham gap (alpha / beta)**: 5.5 / 4.4 eV
**HOMO (alpha / beta)**: -14.8 / -14.9 eV
**Energy**: -57384.9889 eV

```
! RIJCOSX wB97M-V def2-TZVPD def2/J DEFGRID3
* xyz 2 4
C 0.48 3.22 -3.67
C -0.81 2.79 -3.36
C -1.01 1.85 -2.34
C 0.10 1.40 -1.57
C 1.40 1.81 -1.94
C 1.59 2.75 -2.97
C -2.39 1.32 -2.10
C -2.44 -0.19 -1.72
N -2.61 -1.03 -2.87
Re -0.02 -0.11 0.03
C 2.54 1.12 -1.26
P 1.88 -0.67 -0.87
H -1.69 3.13 -3.91
H 2.61 3.03 -3.23
H 0.62 3.94 -4.47
H 2.82 1.56 -0.28
H 3.46 1.09 -1.87
H -2.87 1.86 -1.26
H -3.01 1.51 -3.00
H -1.51 -0.59 -1.19
C 3.34 -1.44 -0.09
C 2.06 -1.33 -2.59
H -3.31 -0.39 -1.09
C -1.52 -1.11 -3.81
C -3.23 -2.31 -2.60
H 0.50 -0.74 1.54
H -1.82 -1.72 -4.67
H -1.19 -0.12 -4.14
H -0.65 -1.63 -3.35
H -3.46 -2.85 -3.53
H -2.55 -2.95 -2.00
H -4.16 -2.17 -2.02
H 3.08 -1.30 -3.02
H 1.76 -2.39 -2.60
H 1.43 -0.82 -3.32
H 4.29 -1.35 -0.65
H 3.50 -1.00 0.90
H 3.13 -2.50 0.03
H -0.43 -1.60 0.76
F 0.38 0.23 6.76
C -0.15 0.36 5.52
C -0.21 1.61 4.93
F 0.23 2.69 5.56
C -0.76 1.74 3.66
F -0.79 2.94 3.06
C -1.20 0.60 3.01
S -1.66 0.73 1.29
C -1.20 -0.64 3.62
F -1.73 -1.72 3.01
C -0.64 -0.77 4.87
F -0.57 -1.97 5.44
*
```

Mulliken population analysis, charges in e, atoms 1 to 5: -0.667, -0.686, 0.350, 0.645, 0.768

***

ORCA calculation (ωB97M-V with the def2-TZVPD basis set) on an isolated molecule of C12H12F3N3O3S2 at a distorted geometry.

**Kohn-Sham gap**: 9.4 eV
**Relative energy (zero: lowest compared OMol25 entry of this formula, charge and spin)**: 1.45 kcal per mole
**HOMO**: -8.8 eV
**Energy**: -53073.8505 eV
**SMILES**: CS(=O)(=O)NCc1nnc(SCc2ccccc2C(F)(F)F)o1

```
! RIJCOSX wB97M-V def2-TZVPD def2/J DEFGRID3
* xyz 0 1
C -3.31 0.86 1.23
H -2.58 1.59 0.89
H -4.25 1.32 1.49
S -2.66 0.09 2.71
O -3.72 -0.62 3.37
O -1.44 -0.60 2.43
N -2.31 1.44 3.68
H -2.86 1.41 4.53
C -0.91 1.71 3.91
C -0.22 1.69 2.60
N -0.59 2.27 1.51
N 0.29 1.93 0.55
C 1.16 1.15 1.12
S 2.53 0.40 0.39
C 2.12 0.73 -1.38
C 2.01 -0.57 -2.12
C 3.18 -1.23 -2.47
C 3.16 -2.44 -3.13
C 1.95 -3.03 -3.45
C 0.77 -2.39 -3.12
C 0.79 -1.17 -2.45
C -0.52 -0.51 -2.11
F -0.64 0.71 -2.65
F -1.58 -1.21 -2.54
F -0.70 -0.36 -0.79
H -0.18 -2.84 -3.37
H 1.91 -3.98 -3.97
H 4.08 -2.93 -3.39
H 4.13 -0.78 -2.21
H 2.95 1.32 -1.77
H 1.21 1.32 -1.37
O 0.92 0.98 2.43
H -0.82 2.70 4.37
H -0.43 0.96 4.56
H -3.45 0.08 0.49
*
```

Mulliken population analysis, charges in e, atoms 1 to 5: -0.871, 0.379, 0.348, 1.199, -0.715

***

ORCA calculation (ωB97M-V with the def2-TZVPD basis set) on a structure of composition C7H14FeNO3SSbSe4 at a distorted geometry.

**Kohn-Sham gap (alpha / beta)**: 5.2 / 5.3 eV
**Relative energy (zero: lowest compared OMol25 entry of this formula, charge and spin)**: 51.23 kcal per mole
**HOMO (alpha / beta)**: -3.8 / -4.3 eV
**Energy**: -328265.2554 eV

```
! RIJCOSX wB97M-V def2-TZVPD def2/J DEFGRID3
* xyz -1 6
Fe 0.35 -0.44 -0.69
C -2.80 1.15 -1.13
O -1.61 1.30 -0.39
C -1.76 1.96 0.84
C -0.37 2.26 1.32
O 0.41 1.07 1.31
C 0.58 0.38 2.54
C -0.36 -0.79 2.64
O -0.13 -1.59 1.51
C -0.69 -2.89 1.59
H -3.26 2.12 -1.33
H -3.52 0.50 -0.61
H -2.53 0.67 -2.07
H -2.31 1.33 1.55
H -2.32 2.90 0.72
H -0.39 2.71 2.32
H 0.11 2.94 0.62
H 0.44 1.05 3.39
H 1.60 0.00 2.53
H -1.41 -0.47 2.66
H -0.15 -1.34 3.56
H -0.31 -3.42 2.47
H -0.40 -3.42 0.69
H -1.79 -2.85 1.63
Se 3.94 1.99 -4.38
Sb 3.14 0.05 -3.14
Se 2.47 -0.92 -0.39
Se 0.67 0.73 -2.55
Se 2.77 -1.56 -5.04
S -3.86 -2.54 -1.10
C -2.35 -1.90 -1.11
N -1.28 -1.45 -1.08
*
```

Mulliken population analysis, charges in e, atoms 1 to 5: 0.476, -1.012, 0.143, -0.474, -0.696